1.
95
Properties=species:S:1:pos:R:3:forces:R:3 method="wB97M-V/def2-TZVPD" homo_ha=-0.37831 total_charge=+1 orbital_gap_ev=7.556 fmax_ev_per_a=0.48
N -6.720 2.761 4.768 -0.1816 -0.3198 0.1162
C -8.094 2.634 4.483 0.1416 -0.1653 -0.1511
C -8.946 1.574 5.162 -0.0374 0.0770 0.3255
C -10.355 2.113 4.913 0.3094 0.1302 -0.1289
C -10.194 3.519 5.481 0.2588 -0.3046 0.2747
N -8.854 3.944 4.923 -0.1493 0.3167 -0.0807
H -6.141 2.551 3.957 0.2586 0.0982 -0.0267
H -6.427 2.179 5.543 0.0140 0.1112 0.0184
H -8.265 2.583 3.408 0.0791 0.0926 -0.0430
H -8.735 1.584 6.237 0.0213 -0.0898 0.0196
H -8.732 0.568 4.811 -0.0594 0.0792 -0.2978
H -10.499 2.162 3.832 -0.3479 -0.0791 0.0099
H -11.174 1.565 5.368 0.0375 -0.0362 0.0778
H -10.979 4.247 5.308 0.0737 0.0468 -0.2598
H -10.027 3.415 6.550 -0.2202 0.2092 0.1056
H -8.285 4.436 5.612 0.0909 -0.1651 0.0125
H -8.930 4.584 4.134 -0.1277 -0.0911 -0.0335
C -3.881 4.295 1.311 0.0406 -0.0301 0.0774
C -3.238 2.997 0.831 0.0116 -0.0278 -0.0460
C -3.689 2.011 1.895 0.1154 -0.1001 0.0063
O -4.979 2.470 2.349 -0.2122 0.1669 0.0642
C -5.214 3.797 1.851 0.0196 0.0536 -0.0981
H -3.999 5.041 0.527 -0.0086 -0.0151 -0.0137
H -3.289 4.735 2.115 -0.0042 0.0079 0.0001
H -3.642 2.712 -0.143 -0.0042 -0.0006 -0.0006
H -2.154 3.045 0.741 -0.0085 0.0471 -0.0428
H -3.004 1.998 2.747 -0.0041 0.0036 0.0022
H -3.792 0.996 1.513 -0.0617 -0.0131 0.0595
H -5.971 3.750 1.060 0.0129 -0.0027 -0.0064
H -5.596 4.415 2.668 -0.0004 -0.0190 0.0093
C 0.816 2.185 -2.803 0.0173 0.0008 0.0260
C 0.324 0.938 -2.070 -0.0296 -0.0578 -0.0456
C 0.231 1.448 -0.641 0.0508 -0.0131 0.0016
O -0.104 2.838 -0.730 -0.0782 0.0346 0.0790
C 0.058 3.289 -2.077 0.0131 -0.0315 -0.0375
H 0.615 2.171 -3.873 -0.0092 -0.0034 0.0018
H 1.892 2.303 -2.658 0.0019 -0.0038 0.0065
H -0.663 0.649 -2.441 -0.0129 0.0203 0.0145
H 0.994 0.084 -2.156 0.0284 0.0245 0.0064
H 1.190 1.341 -0.125 0.0044 -0.0119 -0.0098
H -0.537 0.943 -0.052 -0.0020 0.0149 0.0064
H -0.930 3.446 -2.525 0.0002 0.0025 -0.0003
H 0.586 4.243 -2.064 0.0032 -0.0018 0.0047
C 4.107 -3.120 -0.953 -0.0211 -0.0206 -0.0384
C 5.029 -2.261 -1.815 0.0732 0.0434 0.0398
C 4.054 -1.248 -2.396 -0.0126 -0.0327 -0.0550
O 3.034 -1.064 -1.402 -0.0463 0.0378 0.0281
C 3.151 -2.072 -0.397 0.0345 -0.0075 0.0164
H 4.628 -3.666 -0.168 0.0134 0.0181 0.0046
H 3.565 -3.839 -1.573 -0.0124 0.0064 0.0014
H 5.770 -1.771 -1.181 0.0004 -0.0093 0.0045
H 5.553 -2.819 -2.590 -0.0325 -0.0146 -0.0119
H 3.600 -1.624 -3.316 0.0072 0.0130 -0.0079
H 4.514 -0.281 -2.605 -0.0093 0.0098 0.0191
H 3.550 -1.623 0.519 0.0091 -0.0097 0.0002
H 2.157 -2.471 -0.184 0.0006 0.0039 -0.0033
C -1.945 -1.377 1.079 -0.0333 0.0130 -0.0347
C -3.275 -2.063 1.389 0.0222 -0.0055 0.0358
C -3.118 -3.381 0.639 -0.0125 0.0282 -0.0132
O -1.727 -3.689 0.663 0.0136 -0.0255 -0.0053
C -0.981 -2.557 1.106 -0.0046 0.0201 0.0245
H -1.672 -0.598 1.792 -0.0027 -0.0095 0.0121
H -1.973 -0.934 0.081 -0.0020 -0.0099 -0.0061
H -3.365 -2.244 2.463 0.0021 -0.0091 0.0005
H -4.149 -1.499 1.063 0.0048 0.0006 -0.0173
H -3.446 -3.282 -0.402 -0.0090 0.0042 0.0038
H -3.667 -4.205 1.096 0.0040 -0.0022 -0.0005
H -0.615 -2.743 2.122 0.0085 0.0109 -0.0014
H -0.121 -2.422 0.449 -0.0086 -0.0012 -0.0075
C 5.367 -3.395 -7.541 0.0146 -0.0013 0.0223
C 4.860 -4.642 -6.817 -0.0220 0.0123 -0.0074
C 4.717 -4.128 -5.390 0.0142 -0.0173 -0.0124
O 4.382 -2.744 -5.497 -0.0039 0.0189 0.0443
C 4.581 -2.295 -6.838 0.0025 -0.0183 -0.0311
H 5.194 -3.412 -8.616 -0.0090 -0.0098 0.0013
H 6.437 -3.267 -7.369 0.0004 0.0051 0.0043
H 3.887 -4.939 -7.214 -0.0045 0.0023 0.0048
H 5.533 -5.494 -6.890 0.0105 0.0081 -0.0028
H 5.659 -4.228 -4.840 0.0025 -0.0086 -0.0057
H 3.933 -4.636 -4.826 -0.0014 0.0073 0.0036
H 3.606 -2.142 -7.313 0.0034 -0.0015 -0.0074
H 5.106 -1.339 -6.813 -0.0014 -0.0001 0.0094
C 9.118 0.302 0.815 -0.0065 -0.0095 0.0204
C 9.715 -1.103 0.876 -0.0111 0.0016 -0.0235
C 8.515 -1.925 1.331 0.0313 0.0093 0.0077
O 7.361 -1.275 0.793 -0.0698 -0.0145 -0.0062
C 7.716 0.014 0.291 0.0284 0.0100 -0.0131
H 9.672 0.986 0.174 0.0060 -0.0100 -0.0060
H 9.068 0.735 1.816 -0.0069 -0.0013 0.0020
H 10.038 -1.419 -0.118 -0.0049 -0.0046 -0.0020
H 10.563 -1.190 1.554 -0.0035 0.0116 0.0062
H 8.438 -1.942 2.423 0.0081 -0.0001 0.0003
H 8.536 -2.954 0.970 -0.0083 0.0014 -0.0033
H 7.703 -0.011 -0.805 0.0035 0.0077 -0.0003
H 6.972 0.737 0.627 -0.0043 -0.0060 0.0023

---

2.
95
Properties=species:S:1:pos:R:3:forces:R:3 method="wB97M-V/def2-TZVPD" homo_ha="-0.47240 / -0.47408" s_squared=0.760 spin_multiplicity=2 total_charge=+2 orbital_gap_ev="7.238 / 6.474" fmax_ev_per_a=1.82
Ru -0.532 0.171 -0.271 -1.0824 0.8993 -1.1560
N -1.526 4.428 0.208 -0.1838 0.2559 -0.0306
C -1.357 3.110 0.238 0.3557 -0.6544 0.0314
S -0.388 2.394 -1.035 -0.0964 0.1353 -0.2944
N -1.882 2.434 1.235 -0.2667 0.2308 -0.0448
N -1.671 1.112 1.155 1.0123 0.1502 -0.0842
C -2.163 0.347 2.047 -0.1555 -0.4255 0.3444
C -1.948 -1.100 1.908 0.1119 0.4163 0.2036
C -2.529 -2.019 2.762 -0.2066 -0.0596 0.2446
C -2.357 -3.375 2.528 -0.0522 0.0128 0.1174
C -1.591 -3.778 1.449 0.0500 0.0061 -0.0147
C -1.011 -2.803 0.656 -0.0038 0.0472 0.0913
N -1.179 -1.495 0.877 0.3657 -0.7166 -0.2918
H -1.220 4.957 -0.588 0.0223 0.0316 0.0340
H -2.160 4.854 0.866 0.0612 0.0024 0.0113
H -2.726 0.782 2.865 -0.0890 -0.1373 -0.0342
H -3.113 -1.658 3.599 -0.0309 -0.0667 -0.0272
H -2.812 -4.112 3.178 -0.0020 0.0678 0.0139
H -1.427 -4.824 1.233 -0.0039 0.0226 -0.0331
H -0.384 -3.077 -0.182 0.0176 0.0532 -0.0266
N 1.671 0.417 -2.635 -0.0725 0.3911 -0.0652
P 2.025 0.430 -0.965 -0.4540 -0.5868 0.1498
C 3.285 1.732 -1.000 -0.2498 0.2028 0.2428
C 3.065 2.880 -1.765 0.0704 -0.0316 -0.0030
C 4.029 3.877 -1.815 -0.0436 -0.0157 -0.0111
C 5.216 3.733 -1.111 -0.0254 0.0063 0.0673
C 5.428 2.604 -0.328 0.0164 0.0126 0.0020
C 4.459 1.616 -0.253 0.0943 -0.0672 -0.1535
C 2.927 -1.133 -0.760 0.0656 0.0811 0.1933
C 4.143 -1.380 -1.400 -0.0281 0.0032 -0.0089
C 4.730 -2.631 -1.308 0.0152 -0.0271 -0.0357
C 4.117 -3.639 -0.571 0.0015 0.0334 0.0135
C 2.916 -3.396 0.078 0.0099 -0.0125 0.0062
C 2.322 -2.144 -0.022 0.0948 0.0079 0.0617
C 0.692 -0.402 -3.106 -0.0152 -0.0454 -0.0847
C 0.593 -0.717 -4.466 0.0283 0.0113 -0.1052
C -0.372 -1.598 -4.877 -0.0122 -0.0086 -0.0173
C -1.215 -2.176 -3.923 -0.0162 -0.0216 -0.0424
C -1.074 -1.793 -2.619 0.2228 -0.1485 0.0472
N -0.153 -0.895 -2.195 -0.3229 -0.0780 0.3633
H 2.342 0.771 -3.299 0.0693 -0.0293 -0.0080
H 2.146 2.993 -2.326 0.0104 0.0439 0.0356
H 3.851 4.767 -2.404 0.0182 -0.0410 -0.0175
H 5.975 4.502 -1.166 -0.0130 -0.0102 0.0049
H 6.352 2.493 0.226 -0.0306 0.0002 -0.0072
H 4.634 0.741 0.359 -0.0003 0.0086 -0.0127
H 4.634 -0.593 -1.961 -0.0102 -0.0477 -0.0339
H 5.667 -2.825 -1.813 -0.0074 0.0179 0.0298
H 4.585 -4.612 -0.496 -0.0101 0.0124 -0.0131
H 2.449 -4.179 0.664 -0.0032 0.0283 -0.0163
H 1.392 -1.932 0.488 -0.0114 0.0184 0.0472
H 1.281 -0.265 -5.168 -0.0025 -0.0240 0.0259
H -0.469 -1.853 -5.924 0.0178 0.0046 0.0302
H -1.970 -2.899 -4.197 0.0260 -0.0028 0.0209
H -1.709 -2.216 -1.856 -0.0161 0.0276 0.0174
N -9.128 -5.831 -2.659 0.1084 0.0960 0.0317
C -8.362 -4.985 -2.526 -0.0020 0.0715 -0.0167
C -7.397 -3.924 -2.367 -0.1210 -0.1024 -0.0354
C -7.009 -3.521 -1.094 0.0016 -0.0303 0.0386
C -6.064 -2.522 -0.942 -0.0055 0.0471 0.1167
C -5.499 -1.936 -2.064 0.0156 0.0068 0.0257
C -5.899 -2.313 -3.336 0.0774 0.0497 -0.0844
C -6.854 -3.303 -3.489 -0.0170 0.0012 -0.0252
N -4.459 -0.962 -1.911 0.0128 0.0295 -0.0361
C -4.091 0.013 -2.818 -0.1291 0.0519 0.1034
C -2.992 0.617 -2.305 0.0373 0.0997 0.0393
N -2.674 0.027 -1.100 1.1577 0.2115 -0.0798
C -3.572 -0.914 -0.897 -0.1629 -0.0334 0.1292
H -7.453 -3.986 -0.225 0.0022 0.0044 -0.0080
H -5.790 -2.193 0.052 -0.0194 0.0026 -0.0158
H -5.458 -1.851 -4.210 -0.0190 -0.0539 0.0122
H -7.176 -3.603 -4.477 0.0276 -0.0038 0.0230
H -4.662 0.234 -3.704 0.0124 -0.0845 0.0323
H -2.409 1.427 -2.710 -0.0283 -0.0270 0.0582
H -3.619 -1.570 -0.042 0.0318 -0.0398 -0.1296
C 3.370 5.519 5.771 -0.1228 -0.0166 -0.0334
C 3.008 4.376 4.862 0.0248 -0.0033 0.0491
C 2.255 3.300 5.343 -0.0455 0.0010 0.0077
C 1.957 2.217 4.537 -0.0142 0.0244 -0.0030
C 2.431 2.196 3.228 0.1397 0.0713 0.0109
C 3.135 3.277 2.713 -0.0021 -0.0301 -0.0186
C 3.413 4.362 3.532 -0.0023 0.0340 -0.0559
S 2.227 0.799 2.167 -0.2436 0.0912 0.1144
C 2.678 -0.514 3.294 -0.0068 -0.0193 -0.0212
O 0.738 0.625 1.924 -0.0984 -0.3771 -0.0413
H 3.536 5.167 6.788 0.0271 0.0124 -0.0161
H 2.561 6.252 5.809 0.0107 -0.0167 -0.0204
H 4.267 6.031 5.425 -0.0060 -0.0097 0.0095
H 1.909 3.308 6.370 0.0258 0.0099 -0.0435
H 1.361 1.402 4.929 0.0573 0.0112 -0.0013
H 3.477 3.262 1.684 0.0001 0.0107 0.0632
H 3.964 5.204 3.130 0.0268 -0.0421 0.0356
H 1.943 -0.554 4.096 0.0406 -0.0191 0.0176
H 3.677 -0.318 3.685 -0.0443 -0.0175 -0.0129
H 2.669 -1.443 2.725 0.0127 0.0037 0.0026